DFT (ωB97M-V/def2-TZVPD) results for 6 unconnected molecules or ions with the total composition C23H43F3IN6O3PSi at a distorted geometry.

Results
Lowest unoccupied orbital energy (eV): 0.3
SMILES: N=P(O)(O)[Si@@](O)(I)CCC(F)(F)F.CCCC#N.CCCC#N.CCCC#N.CCCC#N.CCCC#N
E_HOMO (eV): -8.95
HOMO-LUMO gap (eV): 9.286

```
! wB97M-V def2-TZVPD RIJCOSX def2/J DEFGRID3
* xyz 0 1
N 0.7070 -0.7867 4.4827
P -0.2231 -0.3509 3.3130
O 0.6327 -0.0010 1.9989
O -1.0112 1.0219 3.6284
Si -1.7358 -1.9018 2.6760
O -0.8864 -3.0298 1.8401
I -2.5827 -2.8805 4.7480
C -3.0252 -1.1778 1.5329
C -3.9643 -0.1197 2.1403
C -5.2014 -0.6575 2.8491
F -6.3350 -0.1579 2.2804
F -5.3142 -1.9969 2.7997
F -5.2379 -0.2905 4.1513
H 0.4356 -1.6780 4.8831
H 0.0777 0.5047 1.3722
H -0.6172 1.4044 4.4293
H -0.4087 -3.6204 2.4611
H -3.5892 -1.9685 1.0351
H -2.4591 -0.6753 0.7407
H -4.3480 0.4983 1.3275
H -3.4190 0.5507 2.8042
C 3.1765 -3.5362 5.5345
C 3.5772 -4.9367 5.0845
C 3.2295 -5.2085 3.6152
C 1.7917 -5.0926 3.3792
N 0.6642 -4.9914 3.1907
H 2.0983 -3.3872 5.4680
H 3.4679 -3.3699 6.5711
H 3.6553 -2.7701 4.9229
H 3.0880 -5.6830 5.7132
H 4.6529 -5.0720 5.2077
H 3.5432 -6.2092 3.3155
H 3.7329 -4.4907 2.9651
C 2.3343 0.3633 -1.8046
C 1.0349 -0.0202 -2.5017
C -0.0187 1.0909 -2.4586
C -0.3759 1.4305 -1.0822
N -0.6609 1.6925 -0.0001
H 2.1805 0.5377 -0.7381
H 3.0716 -0.4326 -1.9048
H 2.7613 1.2677 -2.2426
H 0.6313 -0.9300 -2.0505
H 1.2360 -0.2384 -3.5511
H -0.9246 0.7951 -2.9879
H 0.3695 1.9859 -2.9476
C 2.0644 -3.3700 -7.1205
C 2.8376 -3.8504 -5.8984
C 2.6335 -2.9499 -4.6745
C 3.0911 -1.5826 -4.9306
N 3.4408 -0.5098 -5.1480
H 2.3970 -2.3804 -7.4368
H 2.2100 -4.0514 -7.9582
H 0.9941 -3.3167 -6.9126
H 3.9025 -3.9029 -6.1316
H 2.5189 -4.8599 -5.6340
H 3.1815 -3.3350 -3.8137
H 1.5766 -2.9085 -4.4034
C 1.6168 5.5879 -5.8141
C 2.3424 4.4930 -5.0416
C 2.3503 3.1478 -5.7769
C 0.9922 2.6471 -6.0016
N -0.0730 2.2432 -6.1511
H 0.5652 5.3386 -5.9620
H 1.6601 6.5330 -5.2735
H 2.0697 5.7406 -6.7955
H 1.8780 4.3653 -4.0613
H 3.3774 4.7903 -4.8655
H 2.8956 2.3933 -5.2074
H 2.8413 3.2440 -6.7467
C -3.7741 3.6836 3.0194
C -4.4113 3.4828 4.3890
C -5.2817 4.6677 4.8219
C -4.5025 5.9045 4.9195
N -3.8901 6.8729 5.0003
H -3.0995 4.5406 3.0122
H -3.1888 2.8070 2.7415
H -4.5344 3.8427 2.2516
H -3.6327 3.3165 5.1358
H -5.0355 2.5871 4.3769
H -5.7362 4.4763 5.7945
H -6.0885 4.8294 4.1049
*
```


DFT (ωB97M-V/def2-TZVPD) results for a molecular structure, C4H28HgO11 at a distorted geometry.

Results
Lowest unoccupied orbital energy (eV): -2.5
Energy above the lowest of the compared OMol25 structures with the same formula, charge and spin (kJ/mol): 64.73
E_HOMO (eV): -8.96
HOMO-LUMO gap (eV): 6.436

```
! wB97M-V def2-TZVPD RIJCOSX def2/J DEFGRID3
* xyz 0 1
Hg 2.9259 -0.4560 -0.5716
C 0.7748 -2.8536 -2.6412
C 1.1630 -1.5280 -3.2727
O 2.2442 -0.8987 -2.6416
H -0.0653 -3.4005 -3.0712
H 0.5238 -2.6996 -1.5868
H 1.6301 -3.5384 -2.6441
H 0.2673 -0.8932 -3.2698
H 1.4395 -1.6327 -4.3264
C -0.4963 -0.7650 0.4988
C 0.1435 0.5542 0.8785
O 1.2372 0.9227 0.0887
H -1.4449 -0.8061 1.0457
H 0.0198 -1.6362 0.9114
H -0.6940 -0.8863 -0.5642
H 0.3558 0.5490 1.9572
H -0.6646 1.2981 0.7928
O 3.5349 2.8404 1.6131
H 2.8290 2.1801 1.6634
H 3.2538 3.5456 2.2050
O -2.7711 2.9550 -1.1612
H -3.2424 2.2878 -1.6681
H -2.3766 2.4632 -0.4391
O 0.7538 1.8164 -2.9152
H 1.2631 1.0000 -2.8364
H 0.3177 1.9134 -2.0657
O -3.4792 0.7875 0.6552
H -2.8040 0.8227 1.3398
H -3.9975 -0.0082 0.8630
O 1.1205 -3.6800 2.6773
H 1.4201 -4.2135 3.4216
H 0.2933 -4.0899 2.3988
O 2.2301 -2.5747 0.1706
H 1.9445 -2.7777 1.0787
H 1.6950 -3.1448 -0.3988
O -0.5647 3.9164 2.4987
H -0.4033 3.4847 1.6501
H 0.2884 4.2838 2.7462
O 0.7182 3.7981 -0.3605
H 1.4708 4.1992 0.0864
H 0.7283 2.8714 -0.0693
O -4.5519 -1.7404 1.4631
H -5.2274 -2.3635 1.7511
H -3.8034 -1.9030 2.0485
*
```


DFT (ωB97M-V/def2-TZVPD) results for a gas-phase ion, C11H15N2 (charge +1) at a distorted geometry.

Results
Lowest unoccupied orbital energy (eV): -3.1
SMILES: CN1c2ccccc2[C@]2(C[NH3+])C[C@H]12
Energy above the lowest of the compared OMol25 structures with the same formula, charge and spin (kJ/mol): 229.82
E_HOMO (eV): -10.99
HOMO-LUMO gap (eV): 7.905

```
! wB97M-V def2-TZVPD RIJCOSX def2/J DEFGRID3
* xyz 1 1
C 2.2071 2.0701 0.4379
C 2.8950 0.9420 -0.0710
C 0.7996 1.8513 0.6424
C 2.3862 -0.3460 -0.1658
C 0.1977 0.6348 0.3429
C 1.0037 -0.4368 -0.1279
C -1.4540 -1.2889 1.2604
C -1.2052 -1.2384 -0.1915
C -1.1985 0.1607 0.4849
C 0.7980 -2.9403 -0.3785
C -2.2604 1.0955 0.0494
N 0.2952 -1.5473 -0.4711
N -1.6607 1.8616 -1.0637
H 2.5915 2.9848 0.6597
H 4.0237 0.9725 -0.2461
H 0.1945 2.6791 1.1096
H 3.0032 -1.1988 -0.4003
H -2.4276 -1.3134 1.5882
H -0.7854 -1.4889 1.9955
H -1.9321 -1.7244 -0.8999
H 1.8654 -2.8603 -0.6013
H 0.5132 -3.5100 0.5294
H 0.3191 -3.6207 -1.2300
H -2.4892 1.8818 0.8315
H -3.2270 0.5596 -0.1695
H -2.0596 2.6946 -1.5058
H -1.7129 1.1185 -1.7539
H -0.6804 2.0072 -0.6554
*
```


DFT (ωB97M-V/def2-TZVPD) results for a molecular structure, C33H32AsBrN5O5SW at a distorted geometry.

Results
Lowest unoccupied orbital energy (spin up / spin down) (eV): -4.1 / -3.8
Energy above the lowest of the compared OMol25 structures with the same formula, charge and spin (kJ/mol): 298.65
E_HOMO (spin up / spin down) (eV): -9.31 / -10.67
HOMO-LUMO gap (spin up / spin down) (eV): 5.163 / 6.876

```
! wB97M-V def2-TZVPD RIJCOSX def2/J DEFGRID3
* xyz 1 3
W 0.1705 1.0609 0.8428
C 5.5185 0.0766 -4.4239
C 4.6870 0.7463 -3.3679
C 5.2979 1.4163 -2.3083
C 4.5438 2.0558 -1.3435
C 3.1556 2.0141 -1.4302
C 2.5260 1.3577 -2.4722
C 3.2961 0.7306 -3.4355
S 2.3006 2.7662 -0.0898
O 2.2108 1.5652 0.9298
O 2.5628 -1.1023 -0.3562
N 0.7134 2.8451 -0.4832
C 0.1427 4.1357 -0.0735
C -0.6179 3.9822 1.2378
O -1.3004 4.8495 1.7093
O -0.4604 2.7857 1.7883
H 6.3541 -0.4647 -3.9812
H 5.9344 0.8190 -5.1080
H 4.9247 -0.6230 -5.0097
H 6.3785 1.4394 -2.2427
H 5.0290 2.5787 -0.5275
H 1.4509 1.3257 -2.5069
H 2.8119 0.2088 -4.2523
H -0.5370 4.5152 -0.8380
H 0.9056 4.9046 0.0719
N -4.7238 -7.6667 -1.1735
C -4.1708 -6.7071 -0.8688
C -3.4803 -5.5045 -0.4874
C -2.7476 -4.7970 -1.4360
C -2.0881 -3.6376 -1.0692
C -2.1504 -3.1566 0.2388
C -2.8719 -3.8910 1.1830
C -3.5345 -5.0521 0.8282
C -1.4360 -1.9209 0.6355
C -2.1629 -0.8574 1.2281
C -3.5071 -0.8441 1.6092
C -3.7847 0.4130 2.1813
C -2.6422 1.1644 2.1098
N -1.6327 0.4416 1.4955
C -0.0148 -1.8989 0.5229
C 0.8082 -2.8191 -0.0611
C 2.2062 -2.4027 0.1765
C 2.0942 -1.1863 0.9879
N 0.7056 -0.8591 1.1525
H -2.6969 -5.1605 -2.4534
H -1.5034 -3.1029 -1.8060
H -2.8966 -3.5563 2.2117
H -4.0866 -5.6165 1.5672
H -4.1940 -1.6673 1.5094
H -4.7210 0.7327 2.6095
H -2.4669 2.1730 2.4400
H 0.5035 -3.7513 -0.5064
H 3.0244 -3.1068 0.2363
H 2.7814 -0.8534 1.7540
Br 1.4952 1.1334 7.6832
C 1.1922 1.0943 5.8370
C 1.7681 2.0470 5.0113
C 1.5141 1.9835 3.6580
N 0.7516 1.0361 3.1009
C 0.2020 0.1238 3.9100
C 0.3903 0.1144 5.2769
H 2.3974 2.8308 5.4061
H 1.9371 2.7202 2.9942
H -0.4015 -0.6373 3.4361
H -0.0816 -0.6449 5.8828
C -2.7071 2.3353 -0.9783
As -1.5798 1.1307 -1.9361
C -0.9124 1.9137 -3.5468
C -2.6436 -0.3794 -2.4121
O -0.2981 0.4885 -1.0213
H -3.2924 2.8894 -1.7154
H -2.1507 3.0417 -0.3725
H -3.3777 1.7496 -0.3501
H -1.7363 2.2059 -4.1951
H -0.2975 1.1660 -4.0458
H -0.3067 2.7822 -3.2937
H -3.3799 -0.1355 -3.1753
H -3.1366 -0.7507 -1.5142
H -1.9558 -1.1366 -2.7846
*
```


DFT (ωB97M-V/def2-TZVPD) results for a single C11H16ClN3O6S molecule at a distorted geometry.

Results
Lowest unoccupied orbital energy (eV): 0.0
SMILES: CSc1nc(N[C@@H]2O[C@H](CO)[C@@H](O)[C@H](O)[C@H]2O)c(Cl)c(=O)[nH]1
Energy above the lowest of the compared OMol25 structures with the same formula, charge and spin (kJ/mol): 31.41
E_HOMO (eV): -8.61
HOMO-LUMO gap (eV): 8.649

```
! wB97M-V def2-TZVPD RIJCOSX def2/J DEFGRID3
* xyz 0 1
O -5.3519 -1.5466 1.6124
Cl -3.0604 -0.2737 3.2294
N -2.1381 -1.1754 -0.6597
O 4.1622 1.9632 2.6696
O 2.2332 1.5223 -2.0495
O 4.0054 1.7181 0.0551
O -0.0775 0.0149 -1.7835
O 1.0855 0.1981 1.7621
S -3.4617 -2.3335 -2.6922
C -4.3374 -1.2906 0.9999
C -3.2807 -1.6539 -1.0890
C -3.1182 -0.8145 1.5525
C -2.0411 -0.7618 0.6694
N -4.4124 -1.6250 -0.2843
N -0.8884 -0.2466 1.1441
C -1.8844 -1.7867 -3.5196
C 2.7873 1.5849 2.7530
C 2.0154 0.7277 -0.8789
C 2.6042 1.4922 0.3081
C 0.5599 0.5674 -0.6467
C 0.4576 -0.3619 0.6073
C 2.4108 0.6503 1.5915
H 4.4010 2.0294 1.7132
H 1.6110 1.2292 -2.7102
H 4.1182 1.8537 -0.9073
H -0.9556 -0.3334 -1.4344
H -5.2648 -2.0301 -0.5142
H -0.8972 -0.0066 2.1140
H -1.7825 -2.1539 -4.5329
H -1.0141 -2.1161 -2.9189
H -1.8314 -0.6969 -3.6191
H 2.1741 2.4791 2.7839
H 2.5979 1.0384 3.6953
H 2.5149 -0.2422 -1.0214
H 2.1137 2.4566 0.4381
H 0.0888 1.5443 -0.4244
H 0.7957 -1.3885 0.4231
H 3.0609 -0.2318 1.5646
*
```


DFT (ωB97M-V/def2-TZVPD) results for 2 unconnected molecules or ions with the total composition C11H19BrClF3N2O2 at a distorted geometry.

Results
Lowest unoccupied orbital energy (eV): 0.1
SMILES: CC[C@H](C)[C@H](NC(C)=O)C(=O)NC.FC(F)(F)[C@H](Cl)Br
Energy above the lowest of the compared OMol25 structures with the same formula, charge and spin (kJ/mol): 8.50
E_HOMO (eV): -9.43
HOMO-LUMO gap (eV): 9.569

```
! wB97M-V def2-TZVPD RIJCOSX def2/J DEFGRID3
* xyz 0 1
O 1.1255 -2.9336 -3.0622
O 1.9942 -2.5470 2.1628
F -2.3108 5.5953 -1.4792
F -2.7265 4.1251 0.1286
F -3.3161 6.2365 0.3921
Cl -4.4606 3.5227 -2.2450
Br -5.2537 6.4971 -2.1142
C 1.6109 -2.6111 -1.9910
C 1.2247 -2.5051 1.2079
N 0.3122 -3.4605 0.9837
N 0.9381 -1.8017 -1.1736
C 2.9766 -3.1341 -1.5911
C 0.1149 -4.6257 1.8425
C 0.2081 2.3912 -0.0589
C -3.1927 5.2289 -0.5113
C -4.5596 4.9222 -1.1205
C 0.7633 0.2910 2.0541
C 0.9075 1.0615 -0.3626
C 0.5322 -0.1071 0.5829
C 1.3447 -1.3657 0.1779
H -0.2444 -3.3844 0.1462
H 0.0687 -1.4512 -1.5446
H 3.6444 -2.2980 -1.3965
H 2.8916 -3.7576 -0.7035
H 3.3789 -3.7280 -2.4101
H -0.6923 -5.2491 1.4551
H 1.0356 -5.2113 1.8820
H -0.1335 -4.2998 2.8545
H 0.3880 3.0896 -0.8764
H 0.5998 2.8295 0.8589
H -0.8646 2.2268 0.0383
H -5.2474 4.6793 -0.3074
H 0.4575 -0.5102 2.7261
H 1.8182 0.5116 2.2221
H 0.1659 1.1618 2.3191
H 1.9852 1.2263 -0.3217
H 0.6491 0.7899 -1.3863
H -0.5308 -0.3239 0.4630
H 2.3972 -1.0813 0.1585
*
```


DFT (ωB97M-V/def2-TZVPD) results for 3 unconnected molecules or ions with the total composition CH9NO3.

Results
Lowest unoccupied orbital energy (eV): 0.6
SMILES: NCO.O.O
Energy above the lowest of the compared OMol25 structures with the same formula, charge and spin (kJ/mol): 73.39
E_HOMO (eV): -9.66
HOMO-LUMO gap (eV): 10.301

```
! wB97M-V def2-TZVPD RIJCOSX def2/J DEFGRID3
* xyz 0 1
N 1.1561 -2.4894 0.5478
C 0.0208 -2.3183 1.4516
O -1.1071 -1.7690 0.7586
H 0.9374 -2.0831 -0.3655
H 1.8624 -1.8481 0.8714
H -0.2712 -3.3112 1.7975
H 0.2680 -1.6029 2.2355
H -1.8830 -1.8448 1.3227
H -0.7407 0.8621 -1.6356
H -1.9293 1.6471 -0.9922
O -1.6841 1.0300 -1.6852
H 1.8570 4.8661 -1.4653
H 0.4406 4.3796 -1.7796
O 1.0731 4.4819 -1.0618
*
```


DFT (ωB97M-V/def2-TZVPD) results for a molecular structure, H24Na2O20S2 at a distorted geometry.

Results
Lowest unoccupied orbital energy (eV): 3.5
E_HOMO (eV): -2.39
HOMO-LUMO gap (eV): 5.929

```
! wB97M-V def2-TZVPD RIJCOSX def2/J DEFGRID3
* xyz -2 1
Na 0.5238 2.6549 -2.1635
Na 2.9913 -0.1695 -0.5087
S 3.4174 1.7619 -2.9234
O 4.8715 1.9915 -3.0088
O 3.0836 0.3567 -3.3004
O 3.0297 1.9790 -1.5036
O 2.6333 2.6440 -3.8316
S -0.1933 0.0294 0.1445
O -0.2442 -0.0168 1.6313
O 0.5247 1.2496 -0.2747
O 0.6938 -1.0821 -0.2902
O -1.5356 -0.0977 -0.4485
O 3.4675 -2.7399 -0.2204
H 3.0142 -3.1099 -0.9967
H 2.8140 -2.7890 0.4931
O -4.0665 -0.4324 0.3640
H -4.1646 -0.0429 1.2404
H -3.1106 -0.2978 0.1704
O 1.5850 -1.9675 2.6540
H 0.9186 -1.4062 2.2091
H 2.3961 -1.4516 2.6428
O 1.5279 -2.7609 -2.2401
H 1.3390 -2.3112 -3.0687
H 1.0569 -2.2315 -1.5634
O 0.0568 1.4361 4.0516
H 0.0812 0.8528 3.2708
H -0.8748 1.5137 4.2745
O -0.2321 -3.6350 0.4838
H 0.5097 -4.2402 0.4117
H 0.1193 -2.7731 0.1798
O 1.7698 2.9406 1.3994
H 1.5322 3.6196 0.7639
H 1.4582 2.1154 0.9788
O -1.3435 3.3300 1.7608
H -1.9666 2.9896 1.0917
H -0.4936 2.9132 1.5643
O -0.8657 0.5146 -3.1290
H -1.2435 0.1992 -2.2879
H 0.0239 0.1343 -3.1515
O -2.2579 -2.9363 -1.8598
H -1.9901 -2.9031 -0.9323
H -3.1599 -2.6018 -1.8615
O -2.8609 0.1058 2.9184
H -2.0261 0.5424 2.6902
H -2.6837 -0.8141 2.6952
O -3.1210 2.6101 -0.2344
H -3.9809 2.6488 0.1961
H -3.0244 1.6771 -0.4816
*
```


Please write out number 3 again, unchanged.
DFT (ωB97M-V/def2-TZVPD) results for a gas-phase ion, C11H15N2 (charge +1) at a distorted geometry.

Results
Lowest unoccupied orbital energy (eV): -3.1
SMILES: CN1c2ccccc2[C@]2(C[NH3+])C[C@H]12
Energy above the lowest of the compared OMol25 structures with the same formula, charge and spin (kJ/mol): 229.82
E_HOMO (eV): -10.99
HOMO-LUMO gap (eV): 7.905

```
! wB97M-V def2-TZVPD RIJCOSX def2/J DEFGRID3
* xyz 1 1
C 2.2071 2.0701 0.4379
C 2.8950 0.9420 -0.0710
C 0.7996 1.8513 0.6424
C 2.3862 -0.3460 -0.1658
C 0.1977 0.6348 0.3429
C 1.0037 -0.4368 -0.1279
C -1.4540 -1.2889 1.2604
C -1.2052 -1.2384 -0.1915
C -1.1985 0.1607 0.4849
C 0.7980 -2.9403 -0.3785
C -2.2604 1.0955 0.0494
N 0.2952 -1.5473 -0.4711
N -1.6607 1.8616 -1.0637
H 2.5915 2.9848 0.6597
H 4.0237 0.9725 -0.2461
H 0.1945 2.6791 1.1096
H 3.0032 -1.1988 -0.4003
H -2.4276 -1.3134 1.5882
H -0.7854 -1.4889 1.9955
H -1.9321 -1.7244 -0.8999
H 1.8654 -2.8603 -0.6013
H 0.5132 -3.5100 0.5294
H 0.3191 -3.6207 -1.2300
H -2.4892 1.8818 0.8315
H -3.2270 0.5596 -0.1695
H -2.0596 2.6946 -1.5058
H -1.7129 1.1185 -1.7539
H -0.6804 2.0072 -0.6554
*
```